(1)
{
  "formula": "C4H6NiO2",
  "method": "ωB97M-V/def2-TZVPD",
  "species": ["C", "O", "H", "H", "C", "C", "C", "O", "Ni", "H", "H", "H", "H"],
  "coordinates": [[0.406310, -0.158527, -1.323951], [0.195371, 0.573898, -2.419920], [0.556958, -1.214125, -1.549228], [-0.213147, 1.427201, -2.227211], [-1.516592, -0.880509, 1.605887], [-0.271084, -0.697496, 1.123168], [0.037683, 0.253081, 0.028719], [1.452756, 0.308436, -0.380190], [2.748937, 1.501283, -0.283849], [-2.318670, -0.190267, 1.326841], [0.442529, -1.518953, 1.261922], [-1.138240, -0.662317, 2.702070], [-0.382817, 1.258296, 0.135745]],
  "atomic_forces_ev_per_a": [[0.6, -0.7, -1.9], [-0.1, -0.5, 0.9], [-0.1, 0.2, 0.0], [-0.1, 0.3, -0.2], [0.6, 3.2, 2.4], [0.7, -2.1, -3.1], [0.7, 1.7, 1.7], [-2.8, -2.1, 0.3], [2.3, 2.0, 0.0], [-0.7, -1.0, -0.1], [0.3, 0.4, 0.5], [-1.2, -1.0, -0.5], [-0.2, -0.3, -0.1]],
  "charge": 2,
  "e_above_lowest_kcal_mol": 77.2,
  "energy_ha": -1813.86310,
  "gap_ev": [8.283, 5.225],
  "spin_multiplicity": 3
}

---

(2)
{
  "formula": "C48H105N7O7",
  "method": "ωB97M-V/def2-TZVPD",
  "species": ["C", "C", "C", "C", "C", "C", "N", "O", "C", "C", "C", "H", "H", "H", "H", "H", "H", "H", "H", "H", "H", "H", "H", "H", "H", "H", "H", "H", "H", "H", "C", "C", "C", "C", "C", "C", "N", "O", "C", "C", "C", "H", "H", "H", "H", "H", "H", "H", "H", "H", "H", "H", "H", "H", "H", "H", "H", "H", "H", "H", "C", "C", "C", "C", "C", "C", "N", "O", "C", "C", "C", "H", "H", "H", "H", "H", "H", "H", "H", "H", "H", "H", "H", "H", "H", "H", "H", "H", "H", "H", "C", "C", "C", "C", "C", "C", "N", "O", "C", "C", "C", "H", "H", "H", "H", "H", "H", "H", "H", "H", "H", "H", "H", "H", "H", "H", "H", "H", "H", "H", "C", "C", "C", "C", "C", "C", "N", "O", "C", "C", "C", "H", "H", "H", "H", "H", "H", "H", "H", "H", "H", "H", "H", "H", "H", "H", "H", "H", "H", "H", "C", "O", "N", "N", "H", "H", "H", "H", "C", "C", "O", "H", "H", "H", "H", "H", "H"],
  "coordinates": [[-1.413527, 2.712003, 6.926964], [-0.670267, 2.055103, 5.775704], [-1.179177, 0.566483, 5.963294], [-0.857297, -0.307597, 4.758734], [-1.565077, 0.281533, 3.558024], [-1.078757, 1.702173, 3.289584], [-1.191627, 2.583833, 4.534924], [-0.934357, 3.943533, 4.315544], [0.337753, 1.728573, 2.686824], [-2.027067, 2.410863, 2.272994], [0.816573, 2.119943, 6.068784], [-2.463457, 2.934343, 6.736404], [-1.051617, 3.732253, 7.054234], [-1.209907, 2.302893, 7.916544], [-0.742387, 0.105733, 6.849314], [-2.263027, 0.593573, 6.075704], [-1.317977, -1.289707, 4.865204], [0.198753, -0.424717, 4.515554], [-2.647177, 0.406783, 3.596594], [-1.359067, -0.277227, 2.645094], [1.113223, 1.233143, 3.271024], [0.272013, 1.184133, 1.744824], [0.663373, 2.744683, 2.464144], [-3.025607, 2.578483, 2.676634], [-1.676727, 3.420363, 2.057854], [-2.217847, 1.959373, 1.299414], [1.242623, 3.085783, 5.797264], [1.425923, 1.318483, 5.651094], [0.979573, 2.096623, 7.146274], [-1.747217, 4.379033, 4.048684], [-3.303987, 2.274663, -2.472266], [-2.713087, 1.035543, -3.275926], [-3.750547, 0.341143, -4.210336], [-3.210497, -0.792957, -5.131476], [-2.074307, -0.112137, -5.906836], [-0.963117, 0.606443, -5.092946], [-1.558287, 1.458983, -4.085496], [-0.607577, 2.269853, -3.358676], [-0.023927, -0.448357, -4.472726], [-0.196107, 1.516633, -6.058096], [-2.302237, 0.012743, -2.142746], [-4.280077, 2.114793, -2.014246], [-3.488147, 3.076383, -3.187406], [-2.610507, 2.498933, -1.661766], [-4.370197, -0.229157, -3.518316], [-4.224407, 1.195693, -4.693336], [-3.977687, -1.197607, -5.791626], [-2.786747, -1.580537, -4.508386], [-2.552657, 0.640463, -6.533626], [-1.610007, -0.909347, -6.487346], [0.620473, 0.135243, -3.815256], [-0.434057, -1.323287, -3.968366], [0.541603, -0.783377, -5.342226], [-0.831197, 2.389583, -6.208856], [0.655373, 1.960063, -5.541886], [0.203223, 0.998063, -6.929706], [-1.572967, 0.451913, -1.462006], [-1.813647, -0.809657, -2.665266], [-3.132097, -0.514197, -1.671826], [-1.045987, 3.117703, -3.461296], [0.969573, -5.027257, 5.507684], [0.458993, -4.077367, 4.343494], [0.915023, -2.617987, 4.799614], [0.613893, -1.581707, 3.774024], [1.317983, -1.966697, 2.474864], [1.018823, -3.395797, 1.954534], [1.059863, -4.344707, 3.059724], [0.898853, -5.645647, 2.640174], [-0.256977, -3.492117, 1.075084], [2.274023, -3.605827, 1.059204], [-1.132377, -4.182517, 4.291634], [0.260213, -5.024127, 6.335274], [1.820953, -4.588297, 6.027844], [1.069443, -6.032227, 5.097614], [0.817743, -2.397277, 5.862594], [1.990983, -2.519997, 4.655364], [0.940663, -0.591737, 4.092284], [-0.455517, -1.546227, 3.566184], [2.339903, -1.595907, 2.554264], [0.849253, -1.325267, 1.728574], [-0.580017, -4.480617, 0.748584], [-0.980167, -2.852057, 1.580474], [-0.278667, -2.989717, 0.108004], [2.378133, -2.895067, 0.239404], [3.291983, -3.609777, 1.448864], [2.172803, -4.582497, 0.585954], [-1.562757, -5.082927, 3.853304], [-1.611147, -3.337707, 3.796474], [-1.589067, -4.270257, 5.277444], [1.772453, -5.963847, 2.401074], [-1.840967, 3.374023, -0.221996], [-0.541707, 4.128323, -0.507086], [-0.347987, 5.081493, 0.609724], [1.075713, 5.674283, 0.665764], [2.134153, 4.523703, 0.536084], [1.989093, 3.532513, -0.731166], [0.485373, 3.141483, -0.780296], [0.265673, 2.095613, -1.634746], [2.561963, 4.168563, -1.989576], [2.797563, 2.265113, -0.387276], [-0.777557, 4.917753, -1.791696], [-2.014607, 3.047123, 0.803224], [-1.924977, 2.481653, -0.842256], [-2.680537, 3.993473, -0.537426], [-1.134627, 5.816893, 0.778474], [-0.348477, 4.446683, 1.495784], [1.231263, 6.279623, 1.558774], [1.154383, 6.426473, -0.119166], [1.803773, 3.950553, 1.402374], [3.134573, 4.925613, 0.696514], [3.570813, 4.545463, -1.821506], [2.588433, 3.646383, -2.945996], [2.001533, 5.103263, -1.970956], [2.526183, 1.480613, -1.093686], [3.873653, 2.403933, -0.283036], [2.619753, 1.835933, 0.598764], [-1.002807, 4.230413, -2.607126], [-0.052667, 5.666163, -2.111846], [-1.688197, 5.505283, -1.674916], [-0.022167, 2.596583, -2.401406], [1.150673, -2.193857, -4.515346], [2.623023, -2.496267, -4.250886], [3.403393, -1.068757, -3.955096], [3.254513, -0.537007, -2.490046], [3.515233, -1.655007, -1.439486], [2.859743, -3.000917, -1.693676], [2.956653, -3.412117, -3.098396], [2.422323, -4.698317, -3.336116], [3.482973, -3.980587, -0.756886], [1.392413, -2.860707, -1.181836], [3.393733, -3.215757, -5.447326], [0.489203, -3.054467, -4.614906], [1.026803, -1.711207, -5.484786], [0.684673, -1.569917, -3.752696], [4.433003, -1.412687, -4.053686], [3.090623, -0.255847, -4.610436], [2.224263, -0.184727, -2.439196], [3.947673, 0.265293, -2.237176], [3.074923, -1.225227, -0.539756], [4.569673, -1.776227, -1.191356], [4.452273, -4.332307, -1.110236], [3.626683, -3.782737, 0.305324], [3.034093, -4.972087, -0.816416], [1.445533, -2.420487, -0.186096], [0.747003, -2.221067, -1.783846], [0.932943, -3.844397, -1.085176], [4.346963, -3.691897, -5.217666], [3.696223, -2.535107, -6.243136], [2.714253, -3.911217, -5.940016], [1.485023, -4.532917, -3.210766], [-0.540287, -0.463077, 0.137064], [-0.794297, -1.366857, 0.865014], [0.395793, -0.445097, -0.691906], [-1.263597, 0.620583, 0.064514], [0.234993, 0.254693, -1.402216], [0.990683, -1.256967, -0.776026], [-2.020717, 0.667573, 0.731354], [-0.776827, 1.424883, -0.304626], [-4.972227, -1.211347, -0.313516], [-3.580277, -0.816167, 0.108084], [-2.724227, -1.935397, -0.068166], [-5.672397, -1.074897, 0.510644], [-5.100537, -2.272327, -0.527916], [-5.240067, -0.629197, -1.195256], [-3.532227, -0.436867, 1.128834], [-3.273827, -0.021207, -0.571776], [-1.825177, -1.686247, 0.158164]],
  "atomic_forces_ev_per_a": [[0.4, 2.5, 0.4], [-1.2, -1.5, 1.7], [0.1, 0.2, -1.4], [-4.7, 3.0, 2.9], [0.3, 1.6, -0.5], [0.2, 2.2, -0.1], [-1.4, -2.2, -1.0], [1.5, 0.1, 0.0], [-0.3, -0.3, -0.2], [-0.4, -0.4, 2.5], [0.7, 0.6, 0.2], [-0.2, -0.9, 0.0], [0.4, 0.4, -0.1], [-0.3, -0.6, -0.2], [0.1, 0.4, 0.2], [-0.1, 0.1, 0.3], [0.1, 0.1, 0.9], [-5.2, 3.0, 4.0], [-0.3, -0.6, 0.7], [0.0, -0.1, 0.0], [-0.1, 0.1, 0.3], [0.3, 0.2, 0.0], [-0.1, -0.1, 0.2], [-0.2, -0.2, 0.5], [0.3, -0.4, 1.0], [0.1, -0.7, 2.1], [0.0, 0.0, -0.4], [-0.1, 0.0, -0.3], [-0.1, -0.3, 0.1], [-0.4, -0.4, 0.3], [-0.1, -1.3, -2.2], [0.1, -1.3, 2.0], [0.4, -0.5, 1.0], [1.2, 2.3, 0.8], [-0.4, -0.3, 0.0], [-0.4, -0.8, 0.7], [-2.4, 0.9, -0.7], [-4.7, -0.9, -8.4], [-4.0, 6.4, -2.4], [0.4, 0.3, 1.1], [0.6, -0.4, -4.7], [-0.1, -0.6, 0.0], [0.3, 0.5, 0.1], [-1.8, 0.1, -2.7], [-0.8, 0.8, 0.1], [-0.6, -0.6, -0.5], [0.1, 0.1, 0.1], [-0.3, -0.2, 0.0], [0.2, -0.1, -0.4], [0.4, 0.4, -0.5], [0.3, -0.2, 0.2], [-2.6, 1.8, -0.8], [-2.0, 3.3, 1.0], [-0.1, -0.2, -0.9], [0.3, -0.2, 0.1], [-0.5, 0.2, -0.2], [-1.6, -0.5, -1.7], [0.2, -0.1, 0.0], [0.7, 0.6, -1.9], [-0.1, 0.2, -0.8], [-0.6, 0.8, -0.9], [-1.4, 0.7, 1.9], [1.4, -0.8, -0.9], [1.7, -3.7, -4.1], [-1.4, 0.8, 0.2], [2.1, 0.8, -0.6], [1.7, 1.1, 0.6], [-0.9, -1.1, -0.4], [-0.5, -0.9, 0.3], [-2.7, -1.2, 3.2], [0.2, 0.0, 0.5], [-0.5, -0.2, -0.3], [0.7, -0.4, -0.7], [0.4, 0.0, 0.4], [-1.0, 0.0, 0.0], [0.7, -1.2, 0.6], [4.6, -1.9, -3.0], [1.3, -0.7, -1.0], [0.5, -1.0, -0.1], [0.7, 0.0, 0.2], [0.1, -0.6, 1.1], [-0.5, -2.3, 0.4], [0.7, -0.7, 0.8], [0.4, -0.8, 3.4], [-0.8, 0.2, 2.6], [-0.6, 0.4, 0.7], [0.7, -0.2, -0.7], [0.2, 0.0, -0.2], [0.3, 0.5, 0.4], [0.2, 0.0, 0.2], [-0.3, 0.8, -0.7], [-1.6, -0.4, -2.7], [2.6, -0.5, 2.3], [0.0, 0.3, -1.5], [-1.9, 0.2, -0.4], [-0.4, -0.5, 2.1], [5.0, 1.0, 4.6], [2.1, 1.1, 4.6], [-0.4, 1.5, 0.7], [-0.5, -0.5, 0.5], [-1.2, 1.1, -0.5], [0.6, 1.9, -2.9], [1.4, 0.9, 1.8], [-0.1, 0.1, 0.1], [-0.1, -0.1, -0.6], [-0.2, 0.1, 0.4], [0.0, -0.4, 0.3], [0.3, 0.0, -0.4], [0.8, -0.5, 0.0], [0.1, -0.3, -0.3], [0.3, -0.4, 0.3], [-0.6, -0.2, 0.2], [-0.1, 0.2, -1.2], [0.4, 0.1, 0.0], [0.1, 0.4, -0.9], [-0.9, 0.2, 0.2], [0.1, 0.8, 0.2], [0.5, -0.4, 0.1], [-0.2, 0.0, 0.0], [1.3, -1.1, 1.1], [4.1, -5.1, 0.2], [2.3, 0.3, 0.4], [-0.2, -1.9, 1.4], [0.0, -1.9, -0.9], [-0.1, 1.3, -0.6], [-1.7, 0.8, 0.0], [1.1, 0.8, -0.2], [0.0, 0.7, 0.4], [4.2, -3.6, -2.8], [-0.3, -0.5, -2.9], [-1.0, 1.0, -0.4], [0.1, -0.7, 0.2], [2.1, -3.1, 0.3], [3.5, -2.5, 0.3], [0.2, 0.7, -0.5], [0.2, -0.4, -0.5], [0.0, 0.2, 0.5], [-0.2, 0.2, -0.5], [0.1, -0.2, 0.5], [0.2, 0.0, -0.5], [0.7, 0.8, -0.8], [2.1, -0.1, -3.1], [-0.6, 0.2, -0.2], [-1.6, 0.1, -1.6], [0.2, -1.0, -0.9], [0.0, 0.2, 0.0], [-0.4, -0.2, 0.8], [-0.4, 0.6, 0.0], [0.1, -0.3, 0.2], [-0.7, -0.6, -0.1], [-0.8, 2.8, 1.0], [0.7, 1.2, 3.8], [4.2, 0.6, -3.5], [-0.5, 2.0, 3.4], [1.3, -0.1, -0.3], [-0.4, 1.4, 0.0], [0.6, 0.0, -0.5], [-0.2, 0.1, 0.5], [-0.7, -0.2, 0.6], [-0.3, -1.1, 0.8], [-3.4, -0.4, -1.6], [-0.3, 0.5, -0.2], [0.5, 0.0, -0.3], [-0.5, -0.1, 0.0], [-0.2, -0.2, 0.5], [-0.8, 0.2, 2.2], [-0.7, -0.8, 0.3]],
  "e_above_lowest_kcal_mol": 731.1,
  "energy_ha": -2800.49261,
  "gap_ev": 8.045
}